1.
96
Properties=species:S:1:pos:R:3:mulliken_charge:R:1 method="wB97M-V/def2-TZVPD" orbital_gap_ev="5.8 / 5.8" lumo_ev="0.8 / 0.8" energy_ev=-143684.0147 total_charge=-1 multiplicity=1 mol_weight_g_mol=994.38
C 2.31 -4.35 -1.10 0.30
O -3.04 0.07 2.02 -0.53
H 0.92 1.58 -5.23 0.40
As -1.75 2.31 1.92 0.34
C 0.13 2.64 -1.65 0.53
C -5.79 1.49 -2.21 0.41
N 1.60 2.70 -3.63 -0.19
C 1.54 0.76 -2.12 0.46
O -2.99 -1.71 3.70 -0.70
H 2.80 1.04 -3.90 0.37
S -2.29 -0.66 3.02 1.73
C 1.26 -3.69 -1.66 -1.10
N -0.47 -1.92 -1.43 1.00
H 2.63 4.11 2.00 0.49
O -4.16 3.27 -2.61 -0.73
C -1.44 0.03 5.51 -0.71
C -4.48 2.21 -2.07 -0.27
C 2.87 -2.34 2.08 -1.28
O -6.60 -0.61 -1.28 -0.68
C 1.05 3.51 -2.54 -0.88
H 2.06 -2.18 2.79 0.28
H -3.25 -1.93 -2.09 0.45
Sb 2.04 1.47 1.74 1.00
H 3.37 -1.38 1.92 0.01
C 2.84 -3.94 0.15 -0.93
C 0.62 -2.57 -1.04 0.85
C -1.68 0.48 4.23 -0.04
H -1.39 1.57 -3.44 0.19
O -3.69 -0.83 -0.36 -1.06
H 4.51 2.55 2.62 0.48
H 1.23 3.99 0.91 0.58
H 0.50 4.33 -2.99 0.32
N -1.26 -2.44 1.11 0.16
C -5.70 0.20 -1.42 -0.01
H -0.89 0.62 7.49 0.40
O -2.42 1.54 -0.90 0.93
H -0.90 2.99 -1.71 0.65
C 2.05 1.77 4.73 -0.86
H -0.28 -3.48 -4.29 0.55
C -0.39 -2.48 -3.87 -2.12
H 3.59 -3.04 2.50 0.43
H 0.95 -4.02 -2.64 0.39
C 2.33 -2.85 0.78 0.25
H 4.39 0.89 3.19 0.42
C -1.72 -3.91 -2.21 -1.97
C -2.49 -1.67 -2.83 -2.16
C 4.19 1.55 2.36 -1.71
N 0.15 1.24 -2.10 1.48
H 0.61 -2.07 -3.70 0.31
C 2.88 -5.54 -1.81 -1.83
H -2.90 -1.92 -3.81 0.60
C -0.36 1.22 -3.48 -0.30
H -0.82 3.03 6.92 0.37
O 1.35 2.07 3.57 -0.59
O -0.26 -3.08 1.15 -0.21
H 2.97 2.35 4.81 0.31
H -2.29 -3.86 -1.29 0.33
H 4.78 1.22 1.51 0.41
C -1.23 -2.49 -2.57 1.98
C -1.10 0.95 6.49 -0.43
C 1.18 -2.21 0.24 1.13
H -2.37 -4.27 -3.01 0.52
C -3.65 1.35 -1.24 0.03
O -1.01 -1.22 2.36 -0.60
H 0.92 -1.23 0.65 -0.79
H 3.69 -4.47 0.56 0.36
H 1.89 3.92 -1.98 0.32
H 1.53 -0.28 -2.44 0.00
H -2.29 -0.60 -2.78 0.08
H 2.21 -6.40 -1.69 0.32
C -1.06 2.30 6.16 -0.91
H 1.93 0.80 -1.09 -0.55
H -0.09 2.96 -4.79 0.26
C -4.32 0.14 -0.92 1.48
O -0.67 3.78 2.17 -0.76
H -0.91 -4.62 -2.06 0.46
H 2.31 0.71 4.79 0.27
C -1.59 1.80 3.86 -0.11
H 3.25 2.07 -2.53 0.27
H -1.52 -1.02 5.72 0.50
H 2.88 3.66 0.29 0.36
C 2.21 3.58 1.14 -1.60
Y -1.59 -0.14 0.08 0.29
C 0.50 2.13 -4.39 -0.87
C 2.40 1.63 -3.07 -0.91
H 2.96 -5.35 -2.88 0.38
H -0.87 -1.87 -4.63 0.49
C -1.29 2.72 4.86 -0.35
O -0.55 1.25 1.29 0.69
H -0.34 0.19 -3.84 -0.26
H 0.43 2.67 -0.61 -1.01
O -6.75 1.84 -2.87 -0.63
H 1.40 2.01 5.58 0.15
H 0.10 3.44 2.63 0.23
H 3.85 -5.82 -1.43 0.40
H -1.24 3.77 4.60 0.48



2.
20
Properties=species:S:1:pos:R:3:mulliken_charge:R:1 method="wB97M-V/def2-TZVPD" orbital_gap_ev=9.6 lumo_ev=0.9 smiles=N[C@H](CS)CNCO energy_ev=-20204.6061 total_charge=0 multiplicity=1 mol_weight_g_mol=136.22
H 0.72 1.64 -0.72 0.21
H -2.10 0.98 -1.45 0.28
S 1.37 -2.10 -1.17 -0.19
H -3.62 0.97 0.88 0.31
H -2.85 2.39 -0.65 0.32
N -1.07 1.67 0.28 -0.30
H 2.67 -0.91 0.67 0.38
O -3.14 0.51 0.18 -0.54
C -2.30 1.46 -0.50 -0.37
H -0.26 0.23 -1.07 0.31
N 1.23 0.50 1.95 -0.62
H 1.34 -2.98 -0.15 0.13
H 0.01 -0.82 0.96 0.31
H 1.81 1.31 1.85 0.20
H 1.47 -0.17 2.65 0.22
C 0.76 -0.06 0.69 0.40
H 2.40 0.04 -0.80 0.36
H -1.26 1.52 1.26 0.28
C 1.95 -0.70 -0.13 -0.95
C 0.06 0.89 -0.26 -0.71



3.
96
Properties=species:S:1:pos:R:3:mulliken_charge:R:1 method="wB97M-V/def2-TZVPD" orbital_gap_ev=10.3 lumo_ev=-0.1 energy_ev=-71051.2572 total_charge=0 multiplicity=1 mol_weight_g_mol=590.61
O 3.33 -7.57 -1.98 -0.65
H -2.82 2.36 -0.35 -0.16
H 0.48 0.75 1.32 0.57
H 2.92 -2.82 -0.39 0.30
H 4.75 -2.26 -2.59 0.26
H 2.58 -8.11 -2.24 0.31
H -4.96 -2.57 -1.66 0.33
O -0.67 -2.98 0.97 -0.66
H -4.20 -1.98 -0.48 0.21
O 3.29 -4.84 -3.17 -0.72
O 1.71 2.96 4.49 -0.60
H -3.44 -1.97 2.80 0.31
O 5.35 -4.55 -1.09 -0.67
O -3.95 4.70 -0.67 -0.60
H -4.39 -1.17 1.93 0.29
H -7.24 -0.31 2.11 0.33
H 1.38 -0.50 0.49 0.32
C -0.36 0.14 -0.55 -0.91
O -5.32 4.32 2.04 -0.60
O 1.42 5.20 6.67 -0.63
H 5.40 1.56 6.00 0.35
O 5.27 -3.73 -5.05 -0.64
H -4.49 3.94 -0.46 0.26
H -6.07 0.56 1.67 0.27
O 4.33 -1.96 -1.77 -0.53
H -0.27 -0.86 -0.98 0.17
H 1.36 5.79 5.91 0.33
C 1.82 1.47 -0.24 -0.43
H 6.09 1.29 7.33 0.32
H 5.14 3.07 3.74 0.29
H 1.49 -2.85 -0.92 0.28
H -1.78 -3.98 -3.52 0.30
H -5.40 4.34 3.00 0.33
H 2.94 -1.15 -4.75 0.29
H 3.98 -7.69 -2.68 0.32
H -2.41 -2.69 -3.01 0.30
O 4.02 3.18 1.79 -0.62
H 5.44 5.39 5.94 0.31
O -4.31 -5.37 -2.89 -0.64
H 5.07 -1.82 -1.17 0.30
H 3.66 1.38 -1.42 0.48
H -4.06 5.68 5.08 0.31
H 2.54 3.19 4.93 0.27
H -4.09 5.28 0.09 0.33
H 2.59 -5.37 -2.77 0.35
F -4.17 0.36 0.15 -0.18
O -4.85 5.60 4.55 -0.65
H 2.88 -0.17 -1.01 -0.06
H -2.95 0.61 -1.99 -0.10
H 0.16 -2.96 -3.38 0.38
H 4.63 -4.05 -4.40 0.41
H 6.37 5.82 7.06 0.30
O -6.39 1.34 -1.66 -0.54
O 2.07 -3.23 -0.25 -0.58
O 6.25 5.13 6.40 -0.65
H 1.96 2.29 0.46 0.07
H -0.38 0.83 -1.40 0.64
H 5.31 -4.95 -0.21 0.32
O -1.61 0.14 0.16 -0.16
H -4.79 2.41 -7.48 0.32
C 0.84 0.44 0.34 -0.53
H -5.95 1.55 -7.01 0.33
H -5.41 3.39 1.81 0.29
H 0.20 -3.05 1.38 0.31
O 2.54 -0.88 -3.92 -0.57
O 0.62 -3.66 -2.89 -0.65
H 1.06 2.94 5.20 0.31
H -4.28 1.73 -4.74 0.31
H 3.95 3.79 1.06 0.31
H -4.67 -5.83 -2.13 0.32
O -6.81 0.54 2.28 -0.63
C 3.15 0.82 -0.64 -0.78
O 4.73 3.35 4.57 -0.60
H 4.55 -4.01 -1.17 0.35
H -7.27 1.70 -1.81 0.27
O -4.15 -2.67 -1.16 -0.58
H 3.80 0.68 0.21 0.27
Si -2.83 0.91 -0.57 0.58
H -0.70 -2.08 0.63 0.31
O -4.26 -2.05 2.30 -0.60
H 0.56 5.24 7.09 0.30
H 3.14 3.18 2.20 0.32
O -5.51 2.39 -6.85 -0.65
H 1.56 -3.48 -3.01 0.30
H 5.46 3.53 5.18 0.31
H -4.96 1.03 -3.57 0.26
H 3.27 -0.75 -3.31 0.25
H 1.39 1.90 -1.15 0.35
H -6.39 1.05 -0.74 0.26
O 5.65 0.85 6.60 -0.64
H 4.07 -5.08 -2.63 0.35
H -4.01 -4.53 -2.54 0.33
O -4.10 1.14 -3.99 -0.61
H 4.97 -4.10 -5.88 0.31
O -1.89 -3.05 -3.74 -0.64
H -4.96 6.45 4.13 0.32



4.
57
Properties=species:S:1:pos:R:3:lowdin_spin:R:1 method="wB97M-V/def2-TZVPD" orbital_gap_ev="5.6 / 5.1" lumo_ev="-4.4 / -4.8" energy_ev=-101169.6183 total_charge=+1 multiplicity=2 mol_weight_g_mol=882.32
H 2.88 -2.63 -2.60 0.00
C 1.04 -2.78 2.01 0.00
C -0.68 -2.27 0.29 0.01
S 1.23 2.00 -2.24 0.02
H 4.00 2.13 -1.92 0.00
Cl 1.09 -5.14 3.36 0.00
S 0.46 -1.17 -2.54 0.46
O -1.17 -1.45 -0.58 0.19
C 2.46 0.70 -2.30 0.03
C 2.12 -0.65 -2.45 0.03
H -4.27 1.67 0.09 0.00
H 0.04 2.63 -4.18 0.00
H -4.85 0.59 -2.01 0.00
C -2.46 1.36 3.62 0.00
C -3.20 1.71 -0.12 0.00
C 4.77 0.13 -2.05 0.05
C -2.20 0.75 -4.10 0.00
S 0.21 2.61 0.82 -0.02
C 0.09 1.68 -3.64 0.00
Ir -0.23 0.63 -0.51 0.16
H 2.61 -2.95 3.47 0.00
N -1.64 1.52 -1.93 0.00
C 2.07 -0.27 1.48 0.00
H -2.51 1.86 5.70 0.00
I -2.87 -4.06 -0.62 0.00
C -0.25 3.00 3.45 0.00
C 3.77 1.09 -2.08 0.00
C 0.44 -4.04 2.20 0.01
H -3.32 0.69 3.67 0.00
C 2.67 -1.07 2.45 0.00
C -3.48 0.45 -3.67 0.00
C -1.30 1.29 -3.20 0.00
C -2.90 1.32 -1.52 0.00
H 2.46 0.71 1.23 0.00
C 0.47 -1.89 1.06 0.00
C -0.67 -4.40 1.47 0.00
C -0.89 2.82 4.66 0.00
H 3.53 -0.69 2.99 0.00
C 2.17 -2.31 2.72 0.00
H -4.19 -0.01 -4.34 0.00
H 5.79 0.42 -1.85 0.00
N 1.00 -0.66 0.82 0.00
C -3.85 0.77 -2.37 0.00
H -2.82 2.71 0.10 0.00
C 3.15 -1.59 -2.46 0.05
C 4.46 -1.21 -2.26 0.00
H 0.53 0.93 -4.28 0.00
H -0.51 3.32 5.54 0.00
H 5.24 -1.96 -2.26 0.00
C -1.82 1.54 2.40 0.00
C -2.00 2.00 4.75 0.00
C -1.21 -3.54 0.52 0.01
H 0.63 3.64 3.37 0.00
C -0.69 2.35 2.30 0.00
H -1.89 0.55 -5.12 0.00
H -1.13 -5.36 1.64 0.00
S -2.37 0.54 1.04 -0.01



5.
52
Properties=species:S:1:pos:R:3:mulliken_charge:R:1 method="wB97M-V/def2-TZVPD" orbital_gap_ev=9.0 lumo_ev=0.5 smiles="O=C(Nc1ccccc1)C1=C[C@@H](c2ccc(Br)cc2)C[C@@H](OCCCCO)O1" energy_ev=-102926.2091 total_charge=0 multiplicity=1 mol_weight_g_mol=446.34
C -3.33 -2.43 -1.81 -0.80
H -2.42 2.80 0.28 0.41
H -1.38 1.32 -2.99 0.53
C 5.31 1.67 -2.96 -0.59
C -0.57 -1.12 1.46 -0.58
H 2.03 -1.53 2.67 0.23
H -1.68 -1.11 -2.05 0.46
H -3.44 1.45 0.82 0.55
C 4.36 1.62 -0.37 -0.49
H 3.99 1.59 0.64 0.35
C 3.95 1.60 -2.74 -0.52
H 7.26 1.77 -2.09 0.38
H 0.42 -0.73 1.22 0.24
H -0.14 -2.32 4.68 0.45
H 1.87 1.51 -0.15 0.14
C -1.42 1.33 -1.92 -1.18
C -0.78 -1.19 2.98 -0.34
H -1.80 -1.52 3.16 0.26
O -1.57 -0.33 0.82 -0.10
C -0.27 1.38 -1.25 0.78
C 0.19 -2.16 3.65 -0.63
C -4.75 -0.20 -0.98 -0.42
C -4.66 -2.54 -1.43 0.02
H -5.31 0.67 -0.66 0.46
C -2.58 1.72 0.22 -1.16
H 5.68 1.70 -3.98 0.36
C 1.04 1.44 -1.98 0.10
H 6.41 1.72 0.23 0.37
H 0.18 -3.12 3.14 0.25
C -5.38 -1.43 -1.02 -0.67
C -3.41 -0.07 -1.34 -0.03
O 1.08 1.43 -3.19 -0.72
C 6.20 1.72 -1.90 -0.48
C -2.75 1.29 -1.24 0.46
C -2.72 -1.20 -1.76 -0.05
Br -5.52 -4.24 -1.48 -0.21
H -0.68 -2.11 1.02 0.33
O -0.17 1.39 0.13 -0.52
C 3.46 1.57 -1.44 0.81
H 1.66 -0.66 4.18 0.27
H -1.16 1.42 1.85 0.23
H -0.66 -0.20 3.41 0.24
H 3.26 1.57 -3.57 0.48
O 2.51 -2.53 4.32 -0.54
N 2.10 1.51 -1.14 0.06
C -1.35 1.04 0.83 -0.08
H -2.79 -3.31 -2.13 0.45
C 1.63 -1.64 3.68 -0.39
H -6.42 -1.53 -0.74 0.42
H 2.19 -2.70 5.22 0.32
C 5.72 1.69 -0.61 -0.57
H -3.42 2.01 -1.73 0.67



6.
75
Properties=species:S:1:pos:R:3:mulliken_charge:R:1 method="wB97M-V/def2-TZVPD" orbital_gap_ev=5.2 lumo_ev=-10.9 energy_ev=-93563.9656 total_charge=+3 multiplicity=1 mol_weight_g_mol=803.09
C 2.32 3.45 1.18 -0.86
C 1.23 -0.29 -3.60 -0.44
H 0.37 -0.73 4.55 0.47
H 2.06 5.48 0.56 0.49
H -4.52 -3.80 0.01 0.51
H -2.62 -0.68 -3.22 0.63
C -4.24 -1.65 2.00 -0.75
H -4.16 -0.56 3.83 0.52
H -2.56 6.22 -1.09 0.21
P 1.63 0.02 -0.82 0.58
C 1.75 1.79 -0.47 0.51
C -3.81 -0.45 2.80 -0.94
C 2.20 2.12 0.81 -0.55
H 6.86 -1.65 -2.14 0.44
H 4.19 1.41 -0.85 0.45
C 4.36 0.39 -1.15 -0.39
C -3.56 -3.34 -0.21 -0.80
C -1.43 -1.62 3.79 -0.10
C 3.30 -0.52 -1.20 0.55
C 1.97 4.44 0.27 -0.70
Pb -0.97 -0.59 0.21 1.31
C -1.91 2.33 -0.94 -0.68
C 3.53 -1.85 -1.59 -0.14
H 0.44 -5.07 1.50 0.54
N -1.37 1.82 0.18 0.31
H 1.92 -3.62 2.75 0.54
S -2.02 -0.12 2.89 0.17
H -2.12 1.62 -1.73 0.51
C -2.19 3.65 -1.13 -1.02
H 6.44 0.70 -1.49 0.47
H 1.08 2.53 -2.38 0.53
H -3.87 -2.59 2.42 0.34
H -1.76 -2.50 3.23 -0.32
C -0.95 -0.62 -4.57 -0.73
C 1.34 -3.19 1.93 -0.86
C 0.12 -4.04 1.66 -0.71
C -2.46 -4.14 0.48 -0.76
H -0.67 2.27 2.06 0.60
C 5.86 -1.33 -1.89 -0.56
C -1.10 2.69 1.16 -0.54
S -0.77 -3.52 0.13 0.12
C -1.55 -0.57 -3.31 -0.69
H 2.71 -2.55 -1.63 0.51
H -5.33 -1.69 1.99 0.54
C 0.07 -1.59 3.96 -1.14
H -1.91 -1.63 4.77 0.62
H -4.23 0.47 2.39 0.45
C 0.64 -0.24 -2.33 -0.09
H 0.42 -2.49 4.48 0.52
H 2.30 -0.15 -3.69 0.60
H -1.95 6.53 0.49 0.22
C 0.42 -0.48 -4.70 -0.71
C 1.52 4.11 -1.00 -0.71
S -3.70 -1.57 0.23 0.03
C -1.32 4.03 1.07 -1.02
H 2.45 1.32 1.50 0.49
H 1.26 4.89 -1.69 0.51
H 2.68 3.70 2.16 0.49
S 1.00 -1.45 2.39 0.28
H -1.08 4.68 1.90 0.42
H -2.51 -5.16 0.10 0.53
C 5.63 -0.02 -1.51 -0.82
H -1.57 -0.78 -5.43 0.49
H 0.87 -0.51 -5.68 0.48
H -3.41 -3.34 -1.29 0.45
C 1.41 2.79 -1.38 -0.29
H -2.60 -4.17 1.56 0.38
C -1.89 4.58 -0.10 1.01
H 4.99 -3.25 -2.26 0.46
C -0.72 -0.44 -2.23 0.24
H -0.58 -4.02 2.49 0.37
N -2.11 5.88 -0.26 -0.45
H 1.99 -3.12 1.06 0.26
H -2.63 4.00 -2.04 0.46
C 4.81 -2.24 -1.95 -0.83



7.
9
Properties=species:S:1:pos:R:3:mulliken_charge:R:1 method="wB97M-V/def2-TZVPD" orbital_gap_ev=8.0 lumo_ev=-0.9 smiles="C[P@@]1(=O)SC1=S" energy_ev=-35128.7469 total_charge=0 multiplicity=1 mol_weight_g_mol=138.15
H -0.07 -0.08 -0.95 0.34
C -0.06 0.18 0.06 -0.89
O -1.87 2.06 1.25 -0.58
H 0.25 -0.57 0.72 0.35
H 0.56 1.05 0.14 0.32
S -2.88 0.75 -1.42 -0.18
P -1.75 0.80 0.49 0.62
S -4.29 -1.19 0.63 -0.23
C -3.19 -0.24 0.01 0.26



8.
25
Properties=species:S:1:pos:R:3:mulliken_charge:R:1 method="wB97M-V/def2-TZVPD" orbital_gap_ev=5.8 lumo_ev=2.4 energy_ev=-20148.5998 total_charge=-1 multiplicity=1 mol_weight_g_mol=260.09
C 52.80 50.33 24.45 -0.74
H 55.91 56.93 24.29 0.25
H 51.56 48.04 25.16 0.17
H 54.96 50.59 25.22 0.31
H 52.27 50.35 25.31 0.45
C 51.93 48.12 24.16 -0.63
H 54.67 54.96 24.42 0.60
H 50.93 48.43 23.55 0.22
H 54.77 50.90 23.68 0.31
H 52.15 47.18 23.72 0.31
O 56.46 55.11 25.18 -0.30
N 54.00 52.34 24.96 -0.28
H 56.20 52.78 24.26 0.28
I 49.83 46.16 26.44 -0.91
C 55.33 53.10 25.04 -0.57
H 54.58 54.57 26.12 0.22
H 55.70 52.83 26.02 0.32
C 56.50 56.58 25.18 -0.80
H 57.58 56.80 25.35 0.24
H 56.09 56.98 25.94 0.41
O 53.07 49.00 24.10 -0.34
C 55.08 54.55 25.15 -0.64
H 52.31 50.62 23.69 0.50
H 53.44 52.46 25.70 0.23
C 54.16 50.99 24.55 -0.60



9.
11
Properties=species:S:1:pos:R:3:mulliken_charge:R:1 method="wB97M-V/def2-TZVPD" orbital_gap_ev=8.3 lumo_ev=-1.1 energy_ev=-10604.2645 total_charge=0 multiplicity=1 mol_weight_g_mol=109.09
C 0.59 1.44 -0.24 -0.26
C -1.17 -0.05 -0.05 0.48
N 1.55 0.63 0.58 -0.14
N 1.60 -0.60 0.53 -0.11
C -0.75 1.23 -0.41 -0.18
N -2.17 -0.49 0.64 -0.63
H -1.42 2.15 -0.64 0.28
N -0.27 -1.11 -0.77 -0.16
N 0.89 -1.34 -0.38 0.02
H -2.71 0.14 1.25 0.25
H 0.92 2.36 -0.56 0.45



10.
20
Properties=species:S:1:pos:R:3:mulliken_charge:R:1 method="wB97M-V/def2-TZVPD" orbital_gap_ev=9.1 lumo_ev=0.9 energy_ev=-10403.9038 total_charge=0 multiplicity=1 mol_weight_g_mol=116.16
H 1.85 0.56 1.22 0.31
C 0.52 -1.91 1.50 -0.65
H 1.99 0.48 -0.55 0.34
N 0.02 2.64 -1.67 -0.57
H 1.04 2.69 -1.38 0.23
N -0.68 1.86 -1.10 0.14
H -2.63 -0.01 -0.30 0.30
C -1.95 -0.53 -0.97 -1.44
H 1.73 2.01 0.26 0.45
H 1.11 -1.25 2.16 0.21
C -0.03 0.78 0.17 0.41
C -0.54 -0.47 -0.42 0.32
H 0.20 -0.97 -1.05 0.30
H -0.60 1.13 1.03 0.24
O -0.63 -1.28 1.02 -0.43
H -1.98 -0.07 -1.95 0.40
H 0.20 -2.76 2.11 0.26
C 1.46 0.95 0.28 -1.51
H 1.17 -2.28 0.70 0.28
H -2.25 -1.57 -1.05 0.41



11.
28
Properties=species:S:1:pos:R:3:mulliken_charge:R:1 method="wB97M-V/def2-TZVPD" orbital_gap_ev="6.7 / 7.4" lumo_ev="0.3 / 0.6" energy_ev=-27025.8924 total_charge=0 multiplicity=1 mol_weight_g_mol=219.31
C -0.23 -1.45 -0.84 0.04
C 0.35 1.77 1.20 -0.35
C 1.33 1.63 0.23 -0.31
C -0.91 2.21 0.86 -0.40
N 0.37 -1.73 0.37 0.21
H 1.99 -3.05 0.58 0.36
C -1.85 -1.29 0.87 -0.53
C 1.03 1.91 -1.09 -0.51
C -0.49 -1.66 1.43 0.37
O -0.20 -1.86 2.59 -0.67
H 1.79 1.80 -1.85 0.45
C -1.66 -1.07 -0.64 -0.15
C -0.24 2.34 -1.44 -0.35
H -1.67 2.34 1.62 0.45
C 2.21 -1.63 -1.07 -0.56
C 1.79 -1.99 0.33 -0.67
H -2.33 -1.67 -1.25 0.39
H -2.22 -0.40 1.38 0.25
H -0.47 2.57 -2.47 0.38
H 0.59 1.55 2.23 0.40
H 2.30 -1.38 1.09 0.30
H -1.81 -0.02 -0.92 -0.01
H -2.55 -2.10 1.07 0.33
H 3.09 -2.04 -1.51 0.44
C -1.21 2.49 -0.47 -0.56
S 0.87 -1.38 -2.07 -0.10
H -2.20 2.83 -0.74 0.39
H 2.32 1.30 0.50 0.41



12.
7
Properties=species:S:1:pos:R:3:mulliken_charge:R:1 method="wB97M-V/def2-TZVPD" orbital_gap_ev="7.0 / 7.0" lumo_ev="4.7 / 4.7" energy_ev=-12740.8523 total_charge=-1 multiplicity=1 mol_weight_g_mol=100.02
H 1.72 -0.88 1.01 0.15
C 1.48 -0.12 -1.18 0.40
O -0.05 -0.47 1.03 -0.58
F 2.66 -0.45 -1.88 -0.28
N 1.13 -0.05 0.75 -0.16
F 1.20 1.05 -1.75 -0.27
F 0.57 -1.02 -1.62 -0.25